[1]
{"formula": "C3H4IN", "method": "ωB97M-V/def2-TZVPD", "symbols": ["N", "C", "H", "C", "I", "C", "H", "H", "H"], "positions_angstrom": [[1.279, -0.519, -0.727], [-0.631, -0.430, 0.008], [0.682, -2.297, 0.250], [0.384, -1.350, 0.014], [3.214, -0.017, -0.044], [0.330, 0.587, -0.418], [-1.673, -0.266, 0.325], [0.992, 1.199, 1.167], [0.222, 1.616, -0.926]], "forces_ev_per_a": [[0.5, 1.5, -0.1], [0.0, -0.1, 1.1], [0.1, -2.5, 0.9], [-1.1, 2.8, -1.3], [-0.4, -0.6, 0.0], [1.3, 2.7, 2.6], [0.7, -0.7, -0.3], [-1.4, -0.9, -3.2], [0.2, -2.2, 0.4]], "lowdin_charge": [-0.52, -0.10, 0.07, -0.18, 0.69, -0.31, 0.10, 0.14, 0.10], "homo_lumo_gap_ev": 8.0, "relative_energy_ev": 4.902, "total_charge": 0, "e_homo_ev": -8.42, "molar_mass_g_mol": 180.98, "total_energy_ha": -468.944108}

=====

[2]
{"formula": "C27H16BrNO4", "method": "ωB97M-V/def2-TZVPD", "symbols": ["C", "H", "H", "C", "H", "C", "C", "C", "C", "H", "C", "H", "H", "C", "H", "C", "C", "H", "C", "C", "C", "C", "H", "C", "H", "C", "H", "O", "O", "H", "C", "C", "H", "N", "H", "C", "Br", "C", "C", "C", "O", "O", "C", "H", "C", "C", "C", "H", "C"], "positions_angstrom": [[-7.440, -1.717, 0.305], [-4.803, 1.048, 1.083], [-7.216, 1.460, 1.439], [3.272, -2.174, -0.840], [-1.725, -3.566, -1.177], [-4.370, -3.335, -0.684], [-5.529, 0.290, 0.843], [-0.969, -1.701, -0.350], [-5.716, -3.149, -0.491], [-8.169, -2.488, 0.094], [3.928, 2.509, 0.271], [2.884, -4.266, -1.068], [-8.888, -0.346, 1.028], [4.691, 0.438, -1.444], [0.905, 0.195, -0.365], [0.490, -1.898, -0.570], [3.551, 0.320, -0.711], [6.938, 3.811, -0.621], [4.303, 4.622, 1.410], [5.150, 2.654, -0.398], [1.331, -0.799, -0.489], [2.723, -0.911, -0.684], [-4.007, -4.290, -1.040], [-3.414, -2.350, -0.368], [1.825, 1.857, 0.991], [-5.115, -0.952, 0.327], [-6.438, -3.939, -0.677], [1.428, 2.317, 1.728], [6.603, 1.584, -1.866], [5.055, -0.337, -2.067], [2.445, -3.287, -0.935], [-7.844, -0.516, 0.790], [4.341, -2.330, -0.912], [-3.801, -1.179, 0.161], [4.048, 5.353, 2.102], [-1.972, -2.610, -0.671], [6.586, 6.271, 1.187], [5.522, 4.765, 0.734], [3.470, 3.530, 1.172], [-6.917, 0.503, 1.044], [1.908, 4.260, 2.800], [3.161, 1.381, 0.075], [-6.090, -1.925, 0.027], [0.405, -3.990, -0.971], [5.523, 1.616, -1.331], [5.965, 3.784, -0.164], [1.054, -3.149, -0.817], [-1.288, -0.766, 0.138], [2.205, 3.404, 1.964]], "forces_ev_per_a": [[-0.7, 0.6, -0.1], [0.1, 0.1, 0.0], [-0.2, 0.1, 0.0], [0.2, -0.3, -0.3], [-0.3, 0.7, 0.4], [-0.1, -1.0, -0.3], [-2.6, 0.2, 0.3], [-1.8, -1.6, -0.5], [1.7, -0.7, -0.2], [0.1, -0.1, 0.0], [0.5, 0.9, 0.0], [0.0, 0.0, -0.1], [0.0, 0.0, -0.1], [-2.0, 0.6, 1.3], [0.0, -0.2, 0.1], [-0.7, 0.0, 0.2], [1.8, 0.0, -0.8], [0.1, 0.1, -0.3], [0.6, -1.4, -1.7], [-1.1, 1.1, 0.8], [0.7, 0.5, -0.3], [-1.1, 0.8, 0.7], [0.0, -0.1, -0.2], [-0.3, 1.2, 0.3], [0.1, -0.8, -0.4], [0.2, 0.0, 0.1], [0.1, 0.2, 0.0], [0.2, 1.6, 0.8], [1.4, 0.7, -0.9], [0.1, -0.6, -0.4], [-0.9, 0.2, 0.2], [-0.6, 0.4, 0.4], [0.0, 0.2, 0.0], [1.3, -1.0, -0.8], [-0.8, 1.0, 1.2], [1.6, 1.6, 0.7], [0.0, -0.2, -0.2], [0.1, -1.0, -0.3], [0.6, -1.2, -0.6], [2.6, -0.1, -0.1], [0.4, -2.0, -1.7], [-0.5, -0.2, 0.1], [-0.8, -0.1, 0.2], [0.0, -0.4, 0.2], [0.7, -1.4, 0.3], [-0.9, 0.2, 0.9], [0.9, 0.2, -0.3], [0.2, -0.5, -0.3], [-1.0, 1.5, 1.7]], "lowdin_charge": [-0.05, 0.11, 0.10, -0.03, 0.11, -0.02, 0.01, -0.01, -0.01, 0.12, -0.07, 0.11, 0.10, 0.09, 0.12, -0.21, -0.13, 0.12, -0.04, -0.06, 0.03, -0.13, 0.10, -0.26, 0.05, -0.24, 0.12, 0.13, 0.10, 0.12, -0.05, -0.09, 0.12, 0.16, 0.09, -0.01, 0.76, -0.64, -0.02, -0.06, 0.10, 0.04, -0.19, 0.10, -0.38, 0.00, -0.01, 0.11, -0.42], "homo_lumo_gap_ev": 7.5, "total_charge": 0, "e_homo_ev": -8.42, "molar_mass_g_mol": 498.33, "smiles": "O=C(O)c1cc(Br)cc2c(=O)cc(-c3cccc(/C=C/c4ccc5ccccc5n4)c3)oc12", "total_energy_ha": -3968.229289}

=====

[3]
{"formula": "C4H7N2O", "method": "ωB97M-V/def2-TZVPD", "symbols": ["H", "O", "C", "C", "N", "H", "N", "H", "H", "H", "C", "H", "C", "H"], "positions_angstrom": [[1.930, -0.693, 1.721], [3.474, -0.663, -0.487], [1.440, -0.646, 0.625], [-2.032, 0.407, -0.152], [0.223, 0.110, 0.627], [-2.941, -0.016, 0.349], [2.493, 0.119, -0.056], [1.243, -1.585, 0.195], [-2.372, 0.427, -1.218], [-1.861, 1.315, 0.353], [2.286, 1.397, -0.113], [-0.709, -1.235, -0.559], [-0.766, -0.356, -0.011], [3.168, 1.935, -0.690]], "forces_ev_per_a": [[-1.6, -0.5, -2.1], [0.1, -0.1, 0.1], [1.3, 1.6, 3.0], [-1.5, -1.2, -0.3], [-1.3, 0.2, 0.7], [0.8, -0.3, -0.1], [-0.2, 0.6, -0.9], [0.6, -1.5, -0.7], [0.6, 0.6, 0.7], [0.0, 1.6, -0.1], [1.4, 1.2, -1.0], [0.3, -2.1, -1.2], [0.5, 1.4, 1.0], [-1.0, -1.4, 0.9]], "lowdin_charge": [0.15, -0.30, -0.26, -0.10, 0.01, 0.07, -0.48, 0.07, 0.08, 0.05, -0.10, 0.08, -0.26, -0.01], "homo_lumo_gap_ev": 6.3, "relative_energy_ev": 2.520, "total_charge": -1, "e_homo_ev": -2.52, "molar_mass_g_mol": 99.11, "total_energy_ha": -341.211543}

=====

[4]
{"formula": "C3H4N3P", "method": "ωB97M-V/def2-TZVPD", "symbols": ["H", "H", "H", "N", "N", "N", "C", "P", "H", "C", "C"], "positions_angstrom": [[0.379, 1.019, -0.530], [2.744, 0.644, 0.881], [-2.185, -1.103, 0.301], [2.780, -2.020, 2.632], [0.057, -1.670, 1.353], [-1.416, -0.646, -0.057], [1.977, 0.004, 0.784], [1.662, -1.412, 1.827], [-1.620, -0.393, -1.050], [0.853, 0.266, 0.096], [-0.141, -0.797, 0.406]], "forces_ev_per_a": [[1.2, 0.4, 0.0], [2.9, 1.8, 0.2], [-1.2, -1.7, 1.4], [-1.0, -0.1, -0.1], [1.2, 0.0, -0.2], [1.1, 1.7, -3.3], [-3.4, -0.3, -1.0], [0.8, -0.3, 0.1], [0.8, 0.1, 1.4], [-0.4, -1.4, 0.1], [-1.9, -0.3, 1.4]], "lowdin_charge": [0.11, 0.03, 0.07, -0.30, -0.09, 0.14, -0.16, 0.67, 0.13, -0.07, -0.52], "homo_lumo_gap_ev": 8.0, "relative_energy_ev": 1.026, "total_charge": 0, "e_homo_ev": -9.09, "molar_mass_g_mol": 113.06, "total_energy_ha": -622.239741}

=====

- Which formula does entry 1 have?
  C3H4IN

=====

Copy entry 3 word for word.
{"formula": "C4H7N2O", "method": "ωB97M-V/def2-TZVPD", "symbols": ["H", "O", "C", "C", "N", "H", "N", "H", "H", "H", "C", "H", "C", "H"], "positions_angstrom": [[1.930, -0.693, 1.721], [3.474, -0.663, -0.487], [1.440, -0.646, 0.625], [-2.032, 0.407, -0.152], [0.223, 0.110, 0.627], [-2.941, -0.016, 0.349], [2.493, 0.119, -0.056], [1.243, -1.585, 0.195], [-2.372, 0.427, -1.218], [-1.861, 1.315, 0.353], [2.286, 1.397, -0.113], [-0.709, -1.235, -0.559], [-0.766, -0.356, -0.011], [3.168, 1.935, -0.690]], "forces_ev_per_a": [[-1.6, -0.5, -2.1], [0.1, -0.1, 0.1], [1.3, 1.6, 3.0], [-1.5, -1.2, -0.3], [-1.3, 0.2, 0.7], [0.8, -0.3, -0.1], [-0.2, 0.6, -0.9], [0.6, -1.5, -0.7], [0.6, 0.6, 0.7], [0.0, 1.6, -0.1], [1.4, 1.2, -1.0], [0.3, -2.1, -1.2], [0.5, 1.4, 1.0], [-1.0, -1.4, 0.9]], "lowdin_charge": [0.15, -0.30, -0.26, -0.10, 0.01, 0.07, -0.48, 0.07, 0.08, 0.05, -0.10, 0.08, -0.26, -0.01], "homo_lumo_gap_ev": 6.3, "relative_energy_ev": 2.520, "total_charge": -1, "e_homo_ev": -2.52, "molar_mass_g_mol": 99.11, "total_energy_ha": -341.211543}